No. 1
{"formula": "C16H22FN3O4S", "method": "ωB97M-V with the def2-TZVPD basis set", "molar_mass_g_mol": 371.43, "homo_ev": -8.642, "gap_ev": 9.1, "total_energy_ev": -43161.4317, "smiles": "O=C(CN1CCN(S(=O)(=O)c2ccc(F)cc2)CC1)N1CCOCC1", "elements": ["S", "F", "O", "O", "O", "O", "N", "N", "N", "C", "C", "C", "C", "C", "C", "C", "C", "C", "C", "C", "C", "C", "C", "C", "C", "H", "H", "H", "H", "H", "H", "H", "H", "H", "H", "H", "H", "H", "H", "H", "H", "H", "H", "H", "H", "H", "H"], "positions_angstrom": [[3.52, -1.50, -0.50], [3.12, 4.33, 0.07], [3.77, -1.80, -1.88], [4.42, -1.99, 0.51], [-3.77, 2.37, -0.51], [-3.07, -2.27, -0.86], [2.02, -2.11, -0.14], [-3.34, -0.32, 0.22], [-0.42, -0.80, 0.65], [-4.48, 0.05, -0.60], [1.60, -2.13, 1.24], [-2.69, -1.48, -0.01], [3.71, 0.87, 0.89], [3.43, 0.29, -0.33], [3.07, 1.05, -1.43], [0.06, -0.73, -0.72], [3.61, 2.24, 1.04], [3.23, 3.00, -0.06], [-2.94, 0.75, 1.10], [-1.48, -1.78, 0.86], [0.96, -1.92, -1.10], [0.70, -0.94, 1.57], [-2.66, 2.01, 0.27], [-4.14, 1.33, -1.38], [2.96, 2.43, -1.30], [-5.34, 0.23, 0.04], [-3.76, 0.96, 1.80], [2.51, -2.13, 1.85], [-5.01, 1.68, -1.94], [1.28, -0.01, 1.51], [2.68, 3.05, -2.13], [0.36, -2.84, -1.14], [-2.04, 0.48, 1.65], [-2.46, 2.86, 0.92], [1.42, -1.77, -2.07], [-0.80, -0.70, -1.39], [-3.33, 1.12, -2.09], [4.02, 0.24, 1.71], [0.62, 0.20, -0.82], [-1.77, -1.76, 1.91], [-4.69, -0.78, -1.28], [-1.18, -2.81, 0.61], [2.89, 0.56, -2.37], [-1.79, 1.82, -0.37], [3.82, 2.73, 1.97], [1.07, -3.07, 1.42], [0.31, -1.03, 2.59]]}

=====

No. 2
{"formula": "C2H5BrN3", "method": "ωB97M-V with the def2-TZVPD basis set", "molar_mass_g_mol": 150.99, "homo_ev": -15.009, "gap_ev": 9.8, "total_energy_ev": -76660.4335, "total_charge": 1, "smiles": "[H]/N=C(\\Br)C(N)=[NH2+]", "elements": ["Br", "N", "N", "N", "C", "C", "H", "H", "H", "H", "H"], "positions_angstrom": [[3.04, -0.14, 0.16], [-0.70, 0.12, 0.76], [0.25, -1.35, -0.61], [1.15, 2.03, -0.68], [0.24, -0.16, -0.10], [1.25, 0.86, -0.36], [0.95, -1.66, -1.18], [-0.69, 0.98, 1.16], [2.03, 2.54, -0.73], [-1.08, -0.60, 1.29], [-0.56, -1.87, -0.47]]}

=====

No. 3
{"formula": "C4H7NO2", "method": "ωB97M-V with the def2-TZVPD basis set", "molar_mass_g_mol": 101.10, "homo_ev": -9.811, "gap_ev": 10.7, "total_energy_ev": -9845.1129, "smiles": "NC(=O)C[C@H]1CO1", "elements": ["O", "O", "N", "C", "C", "C", "C", "H", "H", "H", "H", "H", "H", "H"], "positions_angstrom": [[-0.84, -0.56, -2.01], [-0.40, 0.87, 1.40], [1.83, 0.75, 1.28], [-0.92, -0.65, -0.61], [0.59, 0.25, 1.05], [-1.43, 0.55, -1.33], [0.39, -0.99, 0.22], [1.30, -1.32, -0.31], [-1.75, -1.22, -0.18], [-2.50, 0.63, -1.54], [-0.94, 1.53, -1.38], [0.14, -1.86, 0.85], [1.83, 1.73, 1.50], [2.71, 0.30, 1.06]]}

=====

No. 4
{"formula": "C20H14N3O5V", "method": "ωB97M-V with the def2-TZVPD basis set", "molar_mass_g_mol": 427.29, "spin_multiplicity": 2, "homo_ev": [-11.098, -11.105], "gap_ev": [6.3, 6.6], "total_energy_ev": -61357.9499, "total_charge": 1, "s2": 0.7583, "elements": ["V", "O", "O", "O", "O", "O", "N", "N", "N", "C", "C", "C", "C", "C", "C", "C", "C", "C", "C", "C", "C", "C", "C", "C", "C", "C", "C", "C", "C", "H", "H", "H", "H", "H", "H", "H", "H", "H", "H", "H", "H", "H", "H"], "positions_angstrom": [[-0.33, 0.66, -0.10], [-0.05, 2.12, -0.66], [-0.62, -1.04, -0.24], [0.65, 0.64, 1.44], [0.59, 0.62, 3.66], [-1.05, -3.13, 1.39], [1.19, -1.22, -1.52], [-1.90, 0.82, 1.20], [1.08, 0.10, -1.43], [-3.61, 1.44, 3.29], [2.70, 4.49, -2.56], [0.28, -1.82, -0.80], [0.75, 4.31, -1.16], [0.78, 2.92, -1.28], [-1.45, 0.90, 2.45], [2.74, 3.11, -2.71], [-0.29, -3.83, 0.54], [1.85, 0.87, -2.14], [0.05, 0.70, 2.59], [-2.27, 1.19, 3.53], [0.72, -5.94, -0.04], [-4.07, 1.36, 1.99], [0.34, -3.24, -0.58], [-3.19, 1.04, 0.97], [1.14, -4.03, -1.42], [1.71, 5.08, -1.78], [1.80, 2.30, -2.06], [1.31, -5.37, -1.17], [-0.06, -5.19, 0.80], [1.91, -5.97, -1.83], [3.50, 2.65, -3.31], [2.58, 0.40, -2.80], [-1.82, 1.22, 4.52], [0.90, -6.98, 0.19], [-0.04, 4.76, -0.56], [-0.52, -5.61, 1.69], [-5.11, 1.56, 1.76], [-3.52, 0.95, -0.07], [1.61, -3.55, -2.27], [1.69, 6.15, -1.66], [3.45, 5.10, -3.04], [-1.16, -2.22, 1.07], [-4.28, 1.69, 4.10]]}

=====

No. 5
{"formula": "C5H32NO13", "method": "ωB97M-V with the def2-TZVPD basis set", "molar_mass_g_mol": 314.31, "homo_ev": -6.396, "gap_ev": 8.9, "total_energy_ev": -33815.2822, "total_charge": -1, "elements": ["O", "O", "O", "O", "O", "O", "O", "O", "O", "O", "O", "O", "O", "N", "C", "C", "C", "C", "C", "H", "H", "H", "H", "H", "H", "H", "H", "H", "H", "H", "H", "H", "H", "H", "H", "H", "H", "H", "H", "H", "H", "H", "H", "H", "H", "H", "H", "H", "H", "H", "H"], "positions_angstrom": [[3.90, 0.70, 0.05], [-1.83, 3.13, -2.64], [-3.67, 3.10, -0.44], [-0.28, 1.38, 1.22], [1.37, 0.71, -1.88], [2.34, 2.10, 1.72], [2.71, -1.41, -0.90], [-1.16, 3.74, 0.33], [-3.21, -0.34, -2.36], [-2.67, 1.06, -4.23], [-2.01, 0.75, -0.05], [0.70, 0.35, 3.42], [3.46, -4.01, -0.89], [-0.70, -1.84, 1.39], [-0.37, -0.88, 0.30], [0.33, -2.87, 1.38], [-2.02, -2.41, 1.09], [1.65, -2.53, 2.11], [-0.92, 0.54, 0.51], [-3.09, 3.65, 0.12], [3.28, -3.05, -0.75], [-3.22, 2.24, -0.37], [2.05, 1.31, 2.23], [2.29, -3.36, 1.85], [1.50, 2.23, 1.25], [-2.39, -3.00, 1.93], [4.48, 1.41, 0.06], [0.46, -0.49, 3.07], [1.51, -2.40, 3.18], [2.67, -4.31, -1.37], [-0.75, -1.26, -0.65], [-0.02, -3.76, 1.90], [-0.61, 2.94, 0.53], [3.21, 0.98, 0.71], [-1.02, 3.12, -2.13], [-3.07, 0.16, -1.53], [-1.28, 4.12, 1.22], [-3.32, 0.43, -2.96], [0.70, -0.86, 0.26], [3.17, -0.73, -0.34], [0.56, 0.85, -1.38], [0.63, -3.22, 0.38], [-1.95, 0.63, -3.81], [2.06, -1.59, 1.74], [2.42, -0.72, -1.55], [-2.48, 3.42, -1.94], [1.88, 1.49, -2.09], [-2.56, 1.95, -3.78], [-2.21, -2.89, 0.12], [0.09, 0.99, 2.99], [-2.62, -1.51, 0.96]]}

=====

No. 6
{"formula": "C3H3N3O3S", "method": "ωB97M-V with the def2-TZVPD basis set", "molar_mass_g_mol": 161.14, "homo_ev": [-9.323, -9.324], "gap_ev": [6.8, 6.8], "total_energy_ev": -24600.6375, "elements": ["S", "O", "O", "O", "N", "N", "N", "C", "C", "C", "H", "H", "H"], "positions_angstrom": [[1.62, 1.16, -0.88], [1.96, 2.34, -0.13], [-0.34, -1.69, 1.02], [1.32, 1.19, -2.28], [-2.08, 1.04, 0.08], [2.78, -0.02, -0.45], [-3.11, 0.20, 0.47], [-0.99, 0.40, 0.01], [-2.66, -0.87, 0.93], [-1.18, -0.94, 0.61], [-3.19, -1.74, 1.42], [3.12, -0.52, -1.23], [2.75, -0.54, 0.43]]}

=====

No. 7
{"formula": "C3H8N4O", "method": "ωB97M-V with the def2-TZVPD basis set", "molar_mass_g_mol": 116.12, "homo_ev": -8.095, "gap_ev": 8.8, "total_energy_ev": -11241.9798, "smiles": "[H]/N=C/N(N)/C(C)=N/O", "elements": ["O", "N", "N", "N", "N", "C", "C", "C", "H", "H", "H", "H", "H", "H", "H", "H"], "positions_angstrom": [[0.39, 2.53, -0.48], [-1.58, -1.71, 0.67], [0.78, 1.33, -0.46], [1.74, -1.19, -0.29], [0.34, -0.75, -0.35], [-0.42, -1.88, 0.14], [-0.05, 0.47, -0.16], [-1.31, 0.90, 0.80], [-1.41, 0.31, 1.73], [1.25, 3.05, -0.80], [2.39, -0.58, -1.09], [2.09, -0.84, 0.88], [-1.48, 1.85, 0.96], [0.19, -2.85, -0.12], [-2.29, 0.71, 0.08], [-2.09, -2.62, 0.58]]}

=====

No. 8
{"formula": "C2H5IN2O2S", "method": "ωB97M-V with the def2-TZVPD basis set", "molar_mass_g_mol": 248.05, "homo_ev": [-9.305, -9.233], "gap_ev": [7.3, 7.7], "total_energy_ev": -28161.6426, "elements": ["I", "S", "O", "O", "N", "N", "C", "C", "H", "H", "H", "H", "H"], "positions_angstrom": [[2.68, -1.03, 1.83], [1.89, 2.03, 0.49], [2.25, 2.69, 1.75], [1.85, 2.78, -0.74], [2.02, -0.70, 0.05], [0.26, 1.44, 0.72], [-0.17, 0.45, -0.19], [0.64, -0.91, -0.07], [-1.14, 0.10, -0.06], [0.06, 1.17, 1.78], [0.11, -1.51, 0.71], [-0.16, 0.79, -1.19], [0.48, -1.48, -0.89]]}

=====

No. 9
{"formula": "C4H9N3", "method": "ωB97M-V with the def2-TZVPD basis set", "molar_mass_g_mol": 99.14, "spin_multiplicity": 3, "homo_ev": [-16.096, -21.071], "gap_ev": [7.2, 8.2], "total_energy_ev": -8740.6076, "total_charge": 2, "s2": 2.0065, "elements": ["N", "N", "N", "C", "C", "C", "C", "H", "H", "H", "H", "H", "H", "H", "H", "H"], "positions_angstrom": [[-1.69, 0.05, 1.03], [0.28, 0.74, -0.22], [-1.16, -1.09, -0.84], [1.59, 0.15, 0.18], [1.70, -1.10, 0.71], [-0.98, -0.19, 0.02], [0.19, 1.93, -0.78], [2.45, 0.74, 0.15], [-0.54, -1.39, -1.55], [-1.93, -1.81, -0.85], [-1.48, 1.03, 1.43], [-2.40, -0.74, 1.19], [1.13, 2.55, -0.84], [0.86, -1.83, 0.63], [-0.71, 2.47, -0.97], [2.70, -1.51, 0.72]]}

=====

No. 10
{"formula": "C24H37GeN6O2Si3Ti", "method": "ωB97M-V with the def2-TZVPD basis set", "molar_mass_g_mol": 646.33, "spin_multiplicity": 4, "homo_ev": [-6.411, -8.479], "gap_ev": [6.4, 6.8], "total_energy_ev": -141791.1632, "s2": 3.7680, "elements": ["Ge", "Ti", "Si", "Si", "Si", "O", "O", "N", "N", "N", "N", "N", "N", "C", "C", "C", "C", "C", "C", "C", "C", "C", "C", "C", "C", "C", "C", "C", "C", "C", "C", "C", "C", "C", "C", "C", "C", "H", "H", "H", "H", "H", "H", "H", "H", "H", "H", "H", "H", "H", "H", "H", "H", "H", "H", "H", "H", "H", "H", "H", "H", "H", "H", "H", "H", "H", "H", "H", "H", "H", "H", "H", "H", "H"], "positions_angstrom": [[-0.32, -1.54, 0.46], [-0.50, 1.34, -0.03], [1.99, -1.59, 1.11], [-1.88, -2.58, 1.94], [-0.85, -1.61, -1.89], [3.29, 0.96, -2.81], [1.37, 1.36, -0.68], [-2.47, 1.98, -0.60], [-0.24, 3.15, -0.88], [-1.09, 1.00, 4.32], [-0.77, 1.54, 1.96], [-3.14, -0.04, 5.26], [1.04, 3.57, -1.17], [-3.51, -1.67, 1.93], [-4.93, 3.19, -1.10], [-0.97, 1.29, 3.10], [-2.21, 0.45, 4.79], [3.97, 3.70, -0.52], [3.99, 1.88, -2.08], [-4.87, 1.88, -0.59], [5.37, 2.02, -2.21], [6.04, 3.00, -1.50], [2.27, -3.22, 2.01], [3.28, 2.71, -1.21], [-2.69, -1.94, -2.10], [-1.27, 3.88, -1.27], [1.82, 2.55, -1.02], [0.12, -3.05, -2.58], [-1.15, -2.62, 3.66], [5.34, 3.85, -0.65], [3.08, -1.53, -0.40], [-0.39, -0.07, -2.86], [-3.77, 3.88, -1.34], [-3.63, 1.33, -0.36], [-2.53, 3.26, -1.08], [2.35, -0.18, 2.28], [-2.15, -4.34, 1.34], [-5.89, 3.65, -1.30], [3.33, -3.33, 2.24], [-2.90, -2.15, -3.15], [-2.58, -4.37, 0.33], [1.20, -2.87, -2.50], [-0.12, -3.19, -3.64], [7.11, 3.09, -1.61], [2.27, 0.78, 1.77], [-3.40, -0.62, 2.23], [-1.94, -2.78, 4.40], [1.72, -3.27, 2.95], [5.91, 1.36, -2.89], [-0.95, 0.82, -2.58], [-0.42, -3.43, 3.75], [-5.76, 1.32, -0.37], [0.67, 0.15, -2.79], [5.87, 4.61, -0.10], [3.37, -0.28, 2.66], [-1.20, -4.89, 1.31], [-0.11, -3.99, -2.06], [-4.19, -2.13, 2.66], [-3.78, 4.89, -1.73], [2.99, -2.45, -0.99], [-3.29, -1.07, -1.81], [-3.99, -1.71, 0.95], [-3.02, -2.79, -1.51], [-0.65, -1.68, 3.92], [-2.83, -4.87, 2.01], [2.82, -0.68, -1.03], [4.12, -1.43, -0.10], [3.41, 4.35, 0.14], [-1.13, 4.85, -1.72], [1.67, -0.18, 3.14], [3.90, 0.48, -3.37], [-0.64, -0.27, -3.91], [1.98, -4.08, 1.40], [-3.54, 0.33, 0.05]]}

=====

No. 11
{"formula": "C23H39Br2N3O6", "method": "ωB97M-V with the def2-TZVPD basis set", "molar_mass_g_mol": 613.39, "homo_ev": -9.083, "gap_ev": 8.5, "total_energy_ev": -181321.0428, "smiles": "CCCCNc1ccc2c(c1[C@H](Br)[C@H](C)Br)C(=O)N(N)C2=O.COCCOC.COCCOC", "elements": ["Br", "Br", "O", "O", "O", "O", "O", "O", "N", "N", "N", "C", "C", "C", "C", "C", "C", "C", "C", "C", "C", "C", "C", "C", "C", "C", "C", "C", "C", "C", "C", "C", "C", "C", "H", "H", "H", "H", "H", "H", "H", "H", "H", "H", "H", "H", "H", "H", "H", "H", "H", "H", "H", "H", "H", "H", "H", "H", "H", "H", "H", "H", "H", "H", "H", "H", "H", "H", "H", "H", "H", "H", "H"], "positions_angstrom": [[0.47, -2.52, 3.87], [-0.61, 0.94, 3.87], [-3.45, -5.66, -0.50], [-2.58, -3.47, 3.35], [-2.65, 4.04, 1.50], [2.88, 2.77, -5.06], [-1.03, 6.49, 1.69], [2.35, 1.02, -2.74], [-3.51, -4.54, 1.54], [1.21, -1.12, -0.09], [-4.83, -3.96, 1.61], [-0.56, -2.26, 1.17], [1.73, 2.23, -5.69], [0.15, -2.05, -0.04], [2.63, 3.23, -3.73], [-2.18, 7.24, 1.34], [2.59, -4.13, 1.10], [-1.35, -0.56, 2.90], [2.55, -5.56, 0.53], [-2.54, -3.68, 2.19], [-1.26, 5.58, 2.76], [-1.59, -3.20, 1.13], [-0.19, -1.44, 2.37], [-2.42, 4.03, 0.11], [2.87, -3.07, 0.04], [3.03, -0.02, -3.43], [-1.46, 4.17, 2.27], [3.10, 2.23, -2.70], [-1.92, -3.89, -0.02], [2.52, -1.62, 0.42], [-2.26, -0.03, 1.80], [-0.23, -2.74, -1.21], [-1.25, -3.67, -1.22], [-3.05, -4.81, 0.23], [2.06, 1.70, -6.58], [-1.92, -1.17, 3.59], [-3.38, 4.17, -0.39], [-0.59, 3.84, 1.69], [-2.94, 0.69, 2.24], [0.32, -2.53, -2.12], [3.19, 4.16, -3.61], [-2.82, -0.84, 1.34], [3.44, 0.33, -4.38], [1.19, 1.53, -5.04], [-3.06, 6.61, 1.24], [2.96, 2.66, -1.70], [3.38, -4.08, 1.85], [1.63, -6.04, 0.84], [0.60, -0.76, 2.09], [1.67, -3.95, 1.63], [3.94, -3.09, -0.15], [-1.52, -4.21, -2.11], [-2.38, 8.02, 2.09], [2.40, -3.37, -0.90], [-1.99, 3.07, -0.21], [1.31, -0.74, -1.01], [-5.19, -4.18, 2.53], [3.84, -0.42, -2.81], [1.04, 3.03, -5.99], [2.31, -0.81, -3.63], [1.57, 3.45, -3.59], [-4.74, -2.95, 1.59], [4.17, 2.02, -2.82], [2.59, -5.57, -0.56], [-1.75, 4.84, -0.20], [-0.37, 5.61, 3.40], [-1.56, 3.51, 3.13], [-1.66, 0.47, 1.04], [3.36, -6.15, 0.95], [2.55, -1.47, 1.49], [-1.98, 7.72, 0.38], [3.27, -0.99, -0.04], [-2.12, 5.90, 3.36]]}

=====

No. 12
{"formula": "C31H25ClF2IrN2O12", "method": "ωB97M-V with the def2-TZVPD basis set", "molar_mass_g_mol": 883.21, "spin_multiplicity": 6, "homo_ev": [0.550, -3.412], "gap_ev": [2.4, 4.5], "total_energy_ev": -80893.1514, "total_charge": -2, "s2": 8.8018, "elements": ["Ir", "Cl", "F", "F", "O", "O", "O", "O", "O", "O", "O", "O", "O", "O", "O", "O", "N", "N", "C", "C", "C", "C", "C", "C", "C", "C", "C", "C", "C", "C", "C", "C", "C", "C", "C", "C", "C", "C", "C", "C", "C", "C", "C", "C", "C", "C", "C", "C", "C", "H", "H", "H", "H", "H", "H", "H", "H", "H", "H", "H", "H", "H", "H", "H", "H", "H", "H", "H", "H", "H", "H", "H", "H", "H"], "positions_angstrom": [[0.11, -0.34, 0.10], [5.07, -3.04, -5.26], [2.97, -0.70, 0.46], [1.80, -0.77, 2.31], [0.56, -2.46, 0.20], [-1.80, -0.90, -0.73], [1.09, -7.77, -3.32], [-1.79, 2.51, 6.03], [-0.87, 4.26, 3.85], [-0.24, 2.56, 1.53], [-1.06, -3.31, 1.54], [-3.41, -1.54, -2.15], [0.71, -5.70, -3.77], [-1.82, -0.22, 4.96], [0.08, -1.40, -2.64], [-0.89, -0.25, 2.18], [3.31, 2.81, -1.25], [0.82, -6.62, -2.98], [0.09, -1.63, -5.64], [1.87, -0.10, 1.10], [0.04, 2.16, -3.99], [0.63, -6.35, -1.55], [3.57, -2.57, -4.50], [-1.06, 2.05, -3.15], [-0.99, 3.06, 3.80], [3.50, -2.44, -3.12], [-0.69, 2.14, 2.58], [0.42, -5.05, -1.13], [2.89, 1.45, -1.63], [2.30, -2.07, -2.55], [1.24, -1.93, -4.72], [0.16, -5.86, 1.11], [2.46, -2.31, -5.28], [-1.46, 2.19, 4.90], [-0.17, -3.39, 0.70], [-2.23, -1.39, -1.82], [-1.23, -1.92, -2.86], [0.18, -4.80, 0.21], [-1.00, 0.78, 2.91], [2.43, 3.41, -0.25], [0.41, -7.16, 0.68], [3.56, 3.73, -2.34], [-0.90, 1.51, -1.88], [1.17, -1.83, -3.33], [0.35, 1.08, -1.39], [0.63, -7.42, -0.67], [-1.48, 0.71, 4.31], [1.29, 1.85, -3.49], [1.48, 1.39, -2.18], [-0.66, -2.43, -5.63], [-1.22, -3.02, -2.79], [2.20, -1.96, -1.47], [2.92, 4.29, 0.18], [2.21, 2.70, 0.54], [2.16, 1.97, -4.13], [4.37, -2.62, -2.50], [2.64, 4.07, -2.84], [0.47, -4.24, -1.84], [-1.62, -1.63, -3.82], [-2.05, 2.35, -3.48], [-0.06, -5.65, 2.15], [2.98, 0.85, -0.74], [0.81, -8.42, -1.04], [3.61, 1.08, -2.37], [2.18, 0.92, 1.36], [-0.41, -0.70, -5.36], [-0.08, 2.49, -5.02], [4.09, 4.61, -1.96], [2.54, -2.40, -6.36], [0.45, -1.53, -6.67], [4.20, 3.24, -3.09], [-1.78, 1.39, -1.26], [1.47, 3.73, -0.68], [0.40, -7.97, 1.39]]}